Density functional theory data (ωB97M-V/def2-TZVPD) for a structure of composition C48H73BaClN2O5P3Si at a distorted geometry.

Summary:
Energy above the lowest of the compared OMol25 structures with the same formula, charge and spin: 0.000 eV
Total charge: -1

Each line ends with the Löwdin charge.
Atoms and positions in Å:
Ba1 -0.116 0.300 0.232  1.514
C1 4.854 -4.285 -0.216  -0.135
C2 5.112 -2.859 0.265  -0.548
C3 6.248 -2.880 1.289  -0.120
P1 3.487 -2.006 0.592  1.088
C4 3.897 -0.219 0.918  -0.553
C5 4.608 0.250 2.185  -0.111
C6 4.609 0.352 -0.312  -0.126
C7 2.845 -2.587 2.226  -0.381
C8 3.640 -2.663 3.375  -0.111
C9 3.099 -2.977 4.614  -0.094
C10 1.734 -3.200 4.715  -0.095
C11 0.938 -3.153 3.579  -0.115
C12 1.460 -2.879 2.305  -0.358
Si1 0.322 -2.808 0.716  0.556
C13 1.066 -4.324 -0.232  -0.328
C14 1.780 -5.334 0.421  -0.158
C15 2.158 -6.506 -0.209  -0.100
C16 1.853 -6.697 -1.551  -0.088
C17 1.180 -5.698 -2.233  -0.118
C18 0.777 -4.520 -1.594  -0.352
P2 -0.094 -3.174 -2.507  1.084
C19 1.173 -2.606 -3.748  -0.527
C20 0.512 -1.732 -4.822  -0.141
C21 2.120 -3.615 -4.396  -0.118
C22 -1.526 -3.984 -3.382  -0.528
C23 -1.320 -5.072 -4.435  -0.115
C24 -2.466 -2.905 -3.947  -0.130
C25 -1.244 -3.799 1.407  -0.288
C26 -1.094 -5.133 1.823  -0.105
C27 -2.135 -5.898 2.313  -0.086
C28 -3.409 -5.348 2.395  -0.091
C29 -3.594 -4.043 1.988  -0.139
C30 -2.536 -3.255 1.509  -0.380
P3 -2.887 -1.515 1.007  1.017
C31 -4.018 -0.895 2.373  -0.532
C32 -5.536 -1.070 2.295  -0.111
C33 -3.514 -1.384 3.732  -0.136
C34 -3.856 -1.734 -0.562  -0.548
C35 -4.418 -0.398 -1.049  -0.115
C36 -4.907 -2.838 -0.640  -0.107
H1 5.777 -4.721 -0.611  0.077
H2 4.087 -4.332 -0.989  0.060
H3 4.519 -4.912 0.613  0.068
H4 5.455 -2.288 -0.607  0.090
H5 6.037 -3.600 2.081  0.067
H6 6.439 -1.915 1.748  0.049
H7 7.173 -3.205 0.803  0.075
H8 2.901 0.244 0.942  0.046
H9 5.667 -0.005 2.170  0.062
H10 4.164 -0.157 3.092  0.058
H11 4.531 1.338 2.242  0.064
H12 5.657 0.044 -0.337  0.073
H13 4.581 1.444 -0.278  0.086
H14 4.152 0.016 -1.247  0.057
H15 4.694 -2.446 3.307  0.081
H16 3.736 -3.027 5.489  0.096
H17 1.288 -3.425 5.677  0.098
H18 -0.122 -3.361 3.680  0.093
H19 2.047 -5.206 1.467  0.099
H20 2.698 -7.265 0.346  0.101
H21 2.147 -7.605 -2.064  0.096
H22 0.992 -5.826 -3.286  0.075
H23 1.784 -1.950 -3.116  0.085
H24 0.051 -2.358 -5.592  0.069
H25 1.260 -1.104 -5.312  0.077
H26 -0.246 -1.052 -4.429  0.002
H27 1.589 -4.320 -5.038  0.061
H28 2.691 -4.184 -3.664  0.058
H29 2.831 -3.075 -5.029  0.077
H30 -2.050 -4.434 -2.526  0.100
H31 -0.631 -4.747 -5.216  0.062
H32 -2.275 -5.295 -4.921  0.074
H33 -0.953 -6.000 -4.011  0.055
H34 -2.182 -2.628 -4.963  0.071
H35 -2.470 -1.995 -3.346  0.040
H36 -3.490 -3.287 -3.984  0.076
H37 -0.118 -5.593 1.761  0.081
H38 -1.954 -6.921 2.622  0.097
H39 -4.244 -5.930 2.766  0.097
H40 -4.587 -3.620 2.040  0.078
H41 -3.827 0.184 2.331  0.089
H42 -6.002 -0.512 3.113  0.078
H43 -5.839 -2.112 2.408  0.059
H44 -5.956 -0.698 1.365  0.051
H45 -3.804 -2.419 3.909  0.068
H46 -3.938 -0.765 4.527  0.075
H47 -2.425 -1.343 3.815  0.055
H48 -3.043 -2.004 -1.245  0.059
H49 -5.345 -0.144 -0.531  0.063
H50 -4.654 -0.469 -2.114  0.084
H51 -3.719 0.426 -0.921  0.036
H52 -5.744 -2.660 0.036  0.061
H53 -4.493 -3.822 -0.420  0.064
H54 -5.311 -2.864 -1.657  0.075
C37 -2.354 2.155 6.163  -0.095
C38 -1.911 1.096 5.387  -0.095
C39 -1.475 1.326 4.087  -0.067
C40 -1.447 2.615 3.579  -0.236
C41 -1.913 3.678 4.345  -0.028
C42 -2.366 3.441 5.632  -0.086
N1 -0.943 2.767 2.232  0.035
N2 -0.542 3.925 2.028  0.059
C43 0.016 4.213 0.733  -0.361
C44 0.116 5.593 0.524  -0.057
C45 0.631 6.050 -0.673  -0.108
C46 1.041 5.108 -1.615  -0.095
C47 0.933 3.748 -1.354  -0.165
C48 0.426 3.207 -0.154  -0.219
H55 -2.704 1.981 7.172  0.097
H56 -1.917 0.087 5.780  0.100
H57 -1.154 0.507 3.457  0.077
H58 -1.903 4.673 3.926  0.102
H59 -2.732 4.267 6.229  0.099
H60 -0.223 6.275 1.294  0.097
H61 0.715 7.111 -0.874  0.090
H62 1.452 5.441 -2.562  0.095
H63 1.239 3.079 -2.154  0.036
O1 -2.462 2.416 -0.790  -0.099
H64 -1.885 2.917 -0.196  -0.017
H65 -1.976 2.436 -1.632  0.012
O2 -1.419 -0.240 -1.845  -0.414
H66 -1.264 0.369 -2.619  -0.113
H67 -1.001 -1.082 -2.124  -0.071
O3 1.457 0.348 -1.848  -0.296
H68 0.932 0.660 -2.625  -0.091
H69 2.273 0.859 -1.889  0.034
O4 2.698 2.691 2.030  -0.072
H70 2.342 1.953 2.541  -0.009
H71 1.947 3.001 1.500  -0.014
O5 1.404 0.262 3.168  -0.087
H72 1.570 -0.695 3.182  0.020
H73 0.970 0.464 4.004  0.052
Cl1 -0.423 1.591 -4.042  -0.132

***

Density functional theory data (ωB97M-V/def2-TZVPD) for a cluster of 10 separate species, C45H60O5 in total at a distorted geometry.

Summary:
Energy above the lowest of the compared OMol25 structures with the same formula, charge and spin: 0.000 eV

Each line ends with the Löwdin charge.
Atoms and positions in Å:
C1 0.191 -4.583 4.180  -0.078
C2 0.765 -3.328 4.354  -0.102
C3 1.984 -2.974 3.796  -0.105
C4 2.588 -3.847 2.938  -0.111
C5 1.973 -5.036 2.574  -0.100
C6 0.794 -5.429 3.230  -0.085
H1 -0.656 -4.957 4.736  0.098
H2 0.282 -2.636 5.028  0.090
H3 2.363 -1.987 4.014  0.094
H4 3.514 -3.475 2.525  0.102
H5 2.454 -5.738 1.908  0.092
H6 0.378 -6.397 2.993  0.094
C7 -2.448 3.283 2.515  -0.115
C8 -3.293 2.552 1.737  -0.090
C9 -3.244 2.677 0.313  -0.081
C10 -2.280 3.480 -0.265  -0.102
C11 -1.329 4.112 0.562  -0.086
C12 -1.317 4.002 1.969  -0.067
H7 -2.449 3.147 3.587  0.081
H8 -4.040 1.938 2.218  0.099
H9 -3.994 2.232 -0.324  0.098
H10 -2.357 3.649 -1.329  0.094
H11 -0.579 4.746 0.113  0.088
H12 -0.658 4.527 2.645  0.094
C13 1.410 -4.551 -2.425  -0.102
C14 2.399 -4.287 -1.514  -0.119
C15 3.326 -3.284 -1.700  -0.097
C16 3.288 -2.547 -2.869  -0.097
C17 2.363 -2.869 -3.875  -0.085
C18 1.383 -3.893 -3.662  -0.068
H13 0.705 -5.340 -2.207  0.105
H14 2.388 -4.896 -0.622  0.093
H15 4.081 -3.105 -0.948  0.102
H16 3.863 -1.647 -3.032  0.097
H17 2.464 -2.342 -4.812  0.085
H18 0.694 -4.083 -4.472  0.100
C19 0.538 -1.708 0.376  -0.068
C20 0.313 -0.730 1.387  -0.060
C21 0.071 0.563 0.948  -0.110
C22 0.006 0.899 -0.412  -0.082
C23 0.293 -0.069 -1.391  -0.083
C24 0.532 -1.358 -0.954  -0.102
H19 0.798 -2.705 0.699  0.093
H20 0.316 -0.972 2.439  0.083
H21 -0.155 1.325 1.679  0.081
H22 -0.090 1.938 -0.691  0.087
H23 0.231 0.239 -2.424  0.086
H24 0.777 -2.160 -1.636  0.068
C25 -0.148 -0.638 -5.747  -0.076
C26 -0.676 0.312 -6.650  -0.089
C27 -1.940 0.803 -6.363  -0.114
C28 -2.603 0.486 -5.189  -0.095
C29 -1.993 -0.347 -4.278  -0.096
C30 -0.770 -0.949 -4.520  -0.080
H25 0.825 -1.047 -5.979  0.079
H26 -0.038 0.617 -7.466  0.098
H27 -2.430 1.480 -7.047  0.100
H28 -3.491 0.980 -4.825  0.108
H29 -2.392 -0.409 -3.277  0.080
H30 -0.198 -1.440 -3.746  0.069
C31 0.369 2.414 4.538  -0.019
C32 1.486 1.399 4.282  -0.486
C33 2.416 1.779 3.137  -0.009
O1 1.603 0.386 4.918  0.064
H31 0.099 2.182 5.569  0.078
H32 -0.407 2.430 3.774  0.039
H33 0.847 3.393 4.574  0.083
H34 3.363 1.265 3.302  0.090
H35 2.607 2.852 3.176  0.086
H36 2.013 1.542 2.152  0.046
C34 -2.647 0.855 6.263  -0.036
C35 -3.293 -0.065 5.290  -0.447
C36 -2.301 -0.788 4.319  -0.002
O2 -4.526 -0.135 5.168  0.035
H37 -1.763 0.327 6.621  0.085
H38 -3.122 1.254 7.159  0.088
H39 -2.345 1.761 5.736  0.067
H40 -2.797 -0.955 3.363  0.075
H41 -2.032 -1.747 4.761  0.075
H42 -1.420 -0.153 4.233  0.057
C37 3.383 1.256 -0.510  -0.013
C38 4.847 1.576 -0.140  -0.493
C39 5.912 0.870 -0.902  -0.029
O3 5.082 2.355 0.746  0.073
H43 3.280 1.542 -1.556  0.086
H44 2.683 1.833 0.096  0.060
H45 3.160 0.195 -0.400  0.079
H46 5.895 -0.213 -0.777  0.082
H47 6.884 1.237 -0.573  0.084
H48 5.853 1.039 -1.978  0.083
C40 -3.024 -0.967 -0.279  -0.008
C41 -4.076 -1.925 -0.871  -0.442
C42 -4.750 -2.928 0.101  -0.022
O4 -4.306 -2.046 -2.063  0.051
H49 -2.138 -1.355 0.223  0.067
H50 -3.583 -0.389 0.456  0.073
H51 -2.575 -0.389 -1.087  0.055
H52 -5.231 -2.442 0.949  0.074
H53 -4.073 -3.744 0.356  0.082
H54 -5.541 -3.376 -0.500  0.072
C43 -0.708 3.377 -4.116  -0.011
C44 0.050 4.648 -3.662  -0.412
C45 0.525 5.712 -4.655  -0.032
O5 0.147 4.973 -2.469  0.029
H55 -0.706 2.724 -3.243  0.059
H56 -0.202 2.848 -4.923  0.073
H57 -1.776 3.525 -4.275  0.089
H58 -0.118 6.573 -4.837  0.085
H59 0.616 5.216 -5.621  0.061
H60 1.558 6.058 -4.636  0.079